[1]
Here is a cluster of 2 separate species, C4H8O4P2 in total from the OMol25 dataset. Energies are from ωB97M-V with the def2-TZVPD basis set.

Computed properties:
HOMO (Eh): 0.03355
LUMO level (eV): 5.71
Charge: -2

Cartesian coordinates (Å):
C (-0.785, -1.690, 2.060)
C (-1.842, 0.258, 0.770)
C (-1.425, -1.161, 0.756)
C (1.075, -0.195, -1.264)
O (-0.220, 2.329, -1.346)
O (2.328, 1.895, -1.919)
O (2.177, -0.030, -3.651)
O (1.415, 2.025, 0.579)
P (2.646, 0.240, -2.278)
P (0.964, 1.683, -0.781)
H (0.345, -1.618, 2.124)
H (-1.361, -1.511, 2.941)
H (-0.963, -2.791, 1.947)
H (-2.028, 0.672, 1.960)
H (-0.958, 0.826, 0.356)
H (-2.766, 0.447, 0.108)
H (1.130, -0.897, -0.391)
H (0.269, -0.482, -1.971)

Here are the Löwdin charges for atoms 1 to 4, given in e: -0.193, -0.208, -0.100, -0.401

=====

[2]
Here is a structure of composition C35H31CrIN5O5S3Se from the OMol25 dataset. Energies are from ωB97M-V with the def2-TZVPD basis set.

Computed properties:
Multiplicity: 2
HOMO (alpha / beta) (Eh): -0.26817 / -0.27302
LUMO level (alpha / beta) (eV): -1.53 / -1.44

Cartesian coordinates (Å):
Cr (-0.706, -1.053, -0.385)
N (-4.057, 0.895, 1.564)
C (-3.159, 0.221, 0.809)
S (-1.683, -0.271, 1.596)
N (-3.379, 0.049, -0.455)
N (-2.376, -0.472, -1.186)
C (-2.601, -0.508, -2.468)
C (-1.699, -0.892, -3.493)
C (-2.129, -0.743, -4.827)
C (-1.305, -1.001, -5.893)
C (0.010, -1.405, -5.663)
C (0.456, -1.595, -4.377)
C (-0.380, -1.382, -3.265)
O (0.099, -1.609, -2.074)
H (-3.948, 0.834, 2.562)
H (-4.977, 1.038, 1.182)
H (-3.581, -0.160, -2.791)
H (-3.137, -0.391, -4.995)
H (-1.665, -0.884, -6.904)
H (0.678, -1.573, -6.496)
H (1.472, -1.910, -4.180)
O (1.557, 0.992, 1.262)
S (0.495, 1.874, 1.812)
C (0.883, 1.999, 3.594)
C (0.320, 1.014, 4.389)
C (0.552, 1.018, 5.755)
C (1.337, 2.010, 6.321)
C (1.889, 2.997, 5.521)
C (1.667, 2.993, 4.153)
C (0.957, 3.567, 1.396)
C (0.029, 4.547, 1.705)
C (0.284, 5.857, 1.353)
C (1.455, 6.180, 0.682)
C (2.367, 5.190, 0.359)
C (2.115, 3.873, 0.709)
H (-0.294, 0.253, 3.932)
H (0.116, 0.253, 6.379)
H (1.516, 2.018, 7.387)
H (2.490, 3.781, 5.957)
H (2.096, 3.766, 3.533)
H (-0.882, 4.276, 2.217)
H (-0.437, 6.627, 1.584)
H (1.648, 7.204, 0.398)
H (3.269, 5.431, -0.183)
H (2.800, 3.082, 0.445)
Se (1.773, 0.298, -1.490)
N (0.131, 0.658, -0.948)
C (-0.123, 1.957, -1.193)
C (-1.277, 2.664, -0.830)
C (-1.386, 3.987, -1.176)
C (-0.369, 4.644, -1.887)
C (0.783, 3.991, -2.234)
C (0.940, 2.639, -1.881)
N (2.039, 1.909, -2.112)
H (-2.055, 2.169, -0.275)
H (-2.268, 4.540, -0.888)
H (-0.492, 5.687, -2.139)
H (1.585, 4.488, -2.757)
I (0.046, -9.754, 0.383)
C (-0.478, -7.746, -0.033)
C (-0.035, -6.744, 0.812)
C (-0.402, -5.437, 0.555)
C (-1.196, -5.141, -0.550)
C (-1.624, -6.160, -1.395)
C (-1.268, -7.470, -1.136)
C (-1.556, -3.720, -0.865)
O (-2.141, -3.412, -1.898)
O (-1.184, -2.850, -0.003)
H (0.584, -6.977, 1.665)
H (-0.076, -4.635, 1.201)
H (-2.232, -5.909, -2.253)
H (-1.606, -8.269, -1.780)
C (2.071, -3.184, -0.415)
S (1.388, -1.897, 0.705)
C (3.018, -1.423, 1.392)
O (0.760, -2.604, 1.814)
H (2.511, -3.985, 0.173)
H (2.809, -2.725, -1.067)
H (1.251, -3.572, -1.010)
H (3.677, -1.103, 0.594)
H (3.401, -2.292, 1.915)
H (2.840, -0.610, 2.085)

Here are the Löwdin charges for atoms 1 to 4, given in e: 0.447, 0.081, -0.815, 0.743

=====

[3]
Here is a cluster of 2 separate species, C2H6BrOP in total from the OMol25 dataset. Energies are from ωB97M-V with the def2-TZVPD basis set.

Computed properties:
SMILES string: CP=O.CBr
HOMO (Eh): -0.33270
LUMO level (eV): -0.23

Cartesian coordinates (Å):
C (2.819, -1.180, 0.295)
C (-2.693, 1.247, -0.235)
O (2.994, 1.487, 0.496)
P (2.367, 0.507, -0.386)
Br (-1.040, 0.383, 0.301)
H (3.358, -1.097, 1.235)
H (1.914, -1.771, 0.426)
H (3.440, -1.689, -0.444)
H (-2.495, 2.303, -0.377)
H (-3.034, 0.779, -1.152)
H (-3.415, 1.096, 0.564)

Here are the Löwdin charges for atoms 1 to 4, given in e: -0.327, -0.519, -0.503, 0.740

=====

[4]
Here is a structure of composition C67H64N8O8TeW from the OMol25 dataset. Energies are from ωB97M-V with the def2-TZVPD basis set.

Computed properties:
Multiplicity: 4
HOMO (alpha / beta) (Eh): -0.08576 / -0.11807
LUMO level (alpha / beta) (eV): 1.80 / -0.07
Charge: -1

Cartesian coordinates (Å):
W (-1.089, -0.311, 0.474)
O (-0.594, -5.240, 2.899)
C (-1.685, -4.714, 3.493)
C (-2.520, -5.559, 4.214)
C (-3.640, -5.067, 4.863)
C (-3.943, -3.714, 4.803)
C (-3.145, -2.870, 4.063)
C (-2.017, -3.345, 3.388)
C (-1.295, -2.455, 2.488)
O (-1.831, -1.330, 2.086)
N (-0.137, -2.839, 2.000)
N (0.354, -1.991, 1.037)
C (1.453, -2.472, 0.455)
C (2.178, -1.781, -0.542)
C (3.186, -2.404, -1.300)
C (3.850, -1.723, -2.298)
C (3.543, -0.393, -2.558)
C (2.568, 0.259, -1.819)
C (1.868, -0.414, -0.815)
O (0.967, 0.209, -0.071)
H (-0.129, -4.498, 2.435)
H (-2.268, -6.608, 4.257)
H (-4.273, -5.744, 5.421)
H (-4.807, -3.328, 5.323)
H (-3.371, -1.818, 3.974)
H (1.808, -3.449, 0.783)
H (3.417, -3.443, -1.106)
H (4.607, -2.227, -2.885)
H (4.059, 0.142, -3.342)
H (2.332, 1.299, -2.005)
C (5.158, -0.866, -6.998)
O (4.330, -0.249, -7.950)
C (3.405, 0.662, -7.492)
C (3.396, 1.196, -6.207)
C (2.371, 2.024, -5.813)
C (1.327, 2.364, -6.698)
C (1.409, 1.905, -8.025)
C (2.415, 1.048, -8.400)
N (0.279, 3.133, -6.320)
N (-0.160, 3.208, -5.126)
C (-0.267, 2.191, -4.270)
C (-0.140, 0.825, -4.634)
C (-0.278, -0.180, -3.718)
C (-0.551, 0.083, -2.360)
O (-0.659, -0.881, -1.475)
C (-0.729, 1.440, -1.965)
N (-1.051, 1.671, -0.648)
C (-1.285, 2.937, -0.283)
C (-1.176, 4.021, -1.140)
C (-0.826, 3.804, -2.468)
C (-0.614, 2.499, -2.911)
H (5.658, -1.679, -7.523)
H (4.576, -1.275, -6.165)
H (5.908, -0.171, -6.604)
H (4.177, 0.958, -5.501)
H (2.353, 2.421, -4.809)
H (0.630, 2.183, -8.719)
H (2.450, 0.633, -9.397)
H (0.032, 0.578, -5.670)
H (-0.180, -1.213, -4.020)
H (-1.622, 3.082, 0.739)
H (-1.370, 5.017, -0.770)
H (-0.737, 4.614, -3.176)
C (-4.774, -1.126, -1.558)
C (-3.643, -0.083, -1.502)
C (-4.269, 1.326, -1.484)
O (-2.826, -0.275, -0.400)
H (-5.397, -0.977, -2.438)
H (-5.388, -1.034, -0.667)
H (-4.353, -2.127, -1.591)
H (-3.042, -0.187, -2.432)
H (-4.780, 1.460, -0.533)
H (-4.977, 1.451, -2.303)
H (-3.500, 2.090, -1.570)
C (-3.452, -6.736, -0.809)
N (-2.578, -6.004, 0.100)
N (-2.923, -4.652, 0.264)
C (-1.841, -3.843, -0.080)
O (-1.873, -2.600, -0.141)
C (-0.769, -4.740, -0.380)
C (-1.228, -6.011, -0.269)
C (-0.503, -7.289, -0.486)
C (-4.057, -4.307, 0.998)
C (-4.433, -2.972, 1.160)
C (-5.596, -2.665, 1.838)
C (-6.411, -3.661, 2.351)
C (-6.011, -4.981, 2.240)
C (-4.837, -5.305, 1.588)
H (-4.494, -6.563, -0.553)
H (-3.231, -7.797, -0.716)
H (-3.297, -6.425, -1.849)
H (0.216, -4.417, -0.638)
H (0.562, -7.082, -0.544)
H (-0.812, -7.779, -1.412)
H (-0.688, -7.969, 0.344)
H (-3.810, -2.173, 0.783)
H (-5.863, -1.627, 1.969)
H (-7.338, -3.412, 2.846)
H (-6.613, -5.771, 2.670)
H (-4.506, -6.330, 1.568)
C (5.708, 6.828, -0.951)
C (4.789, 5.840, -0.294)
C (5.128, 4.503, -0.164)
C (4.245, 3.583, 0.385)
C (4.676, 2.151, 0.509)
C (2.974, 3.977, 0.828)
Te (1.409, 2.397, 1.291)
N (-0.289, 0.890, 2.028)
C (-1.436, 1.372, 2.362)
O (-2.473, 1.005, 1.677)
C (-1.718, 2.344, 3.464)
C (-2.975, 2.250, 4.060)
C (-3.369, 3.158, 5.023)
C (-2.517, 4.186, 5.394)
C (-1.260, 4.277, 4.818)
C (-0.854, 3.353, 3.869)
C (2.497, 2.091, 3.127)
C (2.895, 3.206, 3.858)
C (3.540, 3.072, 5.073)
C (3.791, 1.811, 5.584)
C (3.412, 0.697, 4.857)
C (2.774, 0.816, 3.627)
C (2.397, -0.399, 2.852)
C (2.663, 5.339, 0.751)
C (1.373, 5.888, 1.299)
C (3.561, 6.246, 0.200)
H (6.523, 6.320, -1.459)
H (6.130, 7.510, -0.213)
H (5.162, 7.425, -1.680)
H (6.095, 4.165, -0.516)
H (5.613, 1.978, -0.019)
H (3.908, 1.488, 0.102)
H (4.812, 1.898, 1.561)
H (-3.629, 1.457, 3.733)
H (-4.347, 3.071, 5.477)
H (-2.834, 4.910, 6.132)
H (-0.596, 5.079, 5.108)
H (0.134, 3.428, 3.428)
H (2.702, 4.188, 3.454)
H (3.838, 3.953, 5.623)
H (4.284, 1.695, 6.538)
H (3.615, -0.290, 5.248)
H (2.723, -1.313, 3.346)
H (2.831, -0.359, 1.852)
H (1.311, -0.426, 2.727)
H (0.673, 5.076, 1.501)
H (0.921, 6.590, 0.600)
H (1.564, 6.420, 2.232)
H (3.287, 7.292, 0.138)

Here are the Löwdin charges for atoms 1 to 4, given in e: 1.996, 0.042, -0.266, -0.025

=====

What electronic energy values result from the calculations? In sequence: -31043.7266; -188858.7201; -83549.5992; -107936.1804 eV.
What energy relative to the best compared isomer or geometry (same formula, charge and spin) values result from the calculations? In sequence: 391.1; 0.0; 174.9; 0.0 kJ/mol.